Density functional theory data (wB97M-V/def2-TZVPD) for a 7-piece molecular cluster, C12H38O7 overall.

```
57
Properties=species:S:1:pos:R:3:forces:R:3
C -0.8430 -0.8381 -0.4503 0.00 -1.13 0.53
C -0.7596 -0.8341 1.1032 -0.54 0.63 -1.08
C -1.2755 -2.1089 1.7545 -0.50 -0.79 0.13
O 0.5926 -0.6001 1.4297 0.23 0.07 0.29
H -1.8184 -0.5034 -0.8035 0.09 -0.11 -0.16
H -0.6426 -1.8692 -0.7415 -0.42 -0.21 -0.31
H -0.0254 -0.3208 -0.9523 -0.13 0.65 0.44
H -1.3070 0.0511 1.4270 -0.31 -0.02 0.37
H -0.8339 -2.9784 1.2676 0.23 -0.01 0.05
H -2.3432 -2.3280 1.7667 -0.38 0.66 -0.84
H -1.1221 -2.2372 2.8260 0.81 0.53 0.07
H 0.9018 -1.4148 1.8325 0.72 -0.42 0.45
C 2.2078 -0.7593 -3.4112 -0.30 0.23 1.09
C 2.5874 -0.5469 -4.8203 0.47 -0.67 -0.09
O 2.3124 0.7637 -5.2619 0.41 0.39 -0.05
H 2.3904 -1.8087 -3.1797 -0.34 -0.06 0.19
H 1.1731 -0.4702 -3.2269 -0.10 -0.29 0.10
H 2.8386 -0.1798 -2.7371 -0.02 0.11 0.02
H 2.0473 -1.2706 -5.4307 0.16 -0.02 -0.34
H 3.6589 -0.7471 -4.8202 0.16 -0.04 -0.71
H 3.0569 1.0503 -5.7961 -0.19 0.22 -0.09
C -2.4874 1.7737 -4.2491 0.92 -0.44 0.17
C -0.9545 1.8539 -4.0413 -1.08 0.10 1.15
O -0.3119 1.4331 -5.2050 -0.47 0.19 -0.51
H -2.6130 2.2635 -5.2148 -0.58 -0.23 -0.04
H -3.1065 2.2432 -3.4846 0.42 0.45 0.08
H -2.8259 0.7378 -4.2310 0.09 -0.09 -0.59
H -0.5881 1.2707 -3.1965 -0.32 -0.34 0.26
H -0.7521 2.8815 -3.7393 0.39 0.43 -0.39
H 0.6116 1.2539 -5.0136 0.37 0.05 -0.18
C 1.4109 -0.3214 5.0816 -0.18 -0.31 -0.64
C 1.8497 1.1075 5.2880 0.86 -2.01 -0.15
O 0.9160 1.9759 4.7818 -0.70 1.52 0.49
H 2.3091 -0.9354 5.1477 -0.36 -0.56 0.30
H 0.9941 -0.4469 4.0823 0.30 0.03 -0.29
H 0.5729 -0.6225 5.7103 0.36 -0.11 0.49
H 2.8037 1.1919 4.7676 0.31 0.35 -0.06
H 2.0822 1.1625 6.3515 -0.40 1.04 0.16
H 0.9975 1.9524 3.8256 -0.29 0.18 -0.34
C -0.2214 2.9888 0.6299 1.19 -1.16 0.20
O 0.2067 2.2187 1.8200 -0.88 1.78 -0.98
H 0.4257 3.8584 0.5151 -0.08 0.11 0.45
H -0.0276 2.4095 -0.2728 0.02 -0.30 -0.02
H -1.2662 3.2878 0.5445 -0.12 -0.17 0.79
H 0.2267 1.2773 1.6328 0.17 -0.33 -0.31
C 2.2649 -4.1542 2.3949 1.44 -0.61 0.69
O 1.4481 -3.0942 2.8154 0.10 0.71 -1.16
H 2.2402 -4.9574 3.1313 -0.58 -0.54 -0.36
H 2.1747 -4.4955 1.3636 -1.06 -0.02 0.10
H 3.3334 -3.9407 2.4256 0.26 0.92 0.18
H 1.0487 -3.2826 3.6678 -0.12 -0.34 0.46
C -4.3248 0.8912 0.0403 0.67 -1.17 -1.18
O -3.8704 2.2343 0.0232 -0.48 -0.46 0.40
H -4.0208 0.3406 0.9305 -0.42 0.23 0.37
H -5.3656 0.7421 -0.2472 -0.40 0.42 0.64
H -3.8327 0.3179 -0.7454 0.41 0.35 -0.25
H -4.1442 2.5332 0.8935 0.20 0.64 0.01
```
Forces are in eV/Å.

Values from the calculation:
HOMO (alpha / beta) = 0.743 / -7.150 eV
E = -1006.5148 Eh
relative energy (zero: lowest compared OMol25 entry of this formula, charge and spin) = 250.0 kJ/mol
2S+1 = 2
total charge = -1
gap between HOMO and LUMO (alpha / beta) = 1.59 / 9.39 eV